1.
# C47H44MgN6O2

A molecular structure, C47H44MgN6O2 (the ωB97M-V functional and the def2-TZVPD basis, OMol25).

* HOMO level: -6.861 eV
* ΔE to the lowest compared entry with this formula, charge and spin: 20.7 kcal/mol
* total energy: -2496.691172 Eh
* max |F|: 0.0081 hartree/bohr

Each line ends with the Mulliken charge.
Geometry (Å):
Mg (-0.13, 0.17, -0.64)  1.958
C (0.99, -2.24, 0.68)  -1.287
C (1.61, -1.25, 1.68)  -1.327
C (0.65, -0.24, 2.27)  0.250
C (0.47, -0.17, 3.64)  -0.581
C (-0.45, 0.74, 4.15)  -0.511
C (-1.16, 1.55, 3.28)  -0.950
C (-0.91, 1.42, 1.93)  -0.245
N (-0.02, 0.56, 1.43)  0.100
N (0.98, -1.77, -0.73)  0.432
C (0.18, -2.70, -1.54)  -1.422
C (-1.30, -2.49, -1.33)  0.668
C (-2.20, -3.54, -1.30)  -0.827
C (-3.55, -3.25, -1.16)  -0.657
C (-3.94, -1.93, -1.05)  -0.723
C (-2.97, -0.94, -1.07)  -0.401
N (-1.68, -1.22, -1.22)  0.363
C (2.35, -1.64, -1.27)  -2.034
C (2.79, -0.21, -1.51)  0.877
C (3.94, 0.06, -2.23)  -1.029
C (4.33, 1.38, -2.38)  -0.434
C (3.56, 2.38, -1.82)  -0.873
C (2.41, 2.02, -1.14)  -0.407
N (2.04, 0.75, -0.98)  0.465
H (-0.05, -2.44, 0.96)  0.444
H (1.55, -3.18, 0.72)  0.443
H (2.45, -0.73, 1.21)  0.677
H (2.03, -1.83, 2.50)  0.568
H (1.01, -0.84, 4.29)  0.804
H (-0.62, 0.79, 5.22)  0.403
H (-1.91, 2.24, 3.63)  0.441
H (-1.45, 2.02, 1.20)  0.424
H (0.45, -3.74, -1.31)  0.537
H (0.41, -2.52, -2.59)  0.628
H (-1.85, -4.56, -1.37)  0.506
H (-4.28, -4.04, -1.11)  0.402
H (-4.98, -1.66, -0.90)  0.443
H (-3.23, 0.10, -0.95)  0.397
H (2.42, -2.18, -2.21)  0.801
H (3.06, -2.11, -0.59)  0.434
H (4.51, -0.75, -2.67)  0.491
H (5.22, 1.62, -2.94)  0.437
H (3.82, 3.42, -1.92)  0.480
H (1.74, 2.76, -0.72)  0.370
N (-0.69, 1.76, -1.69)  -0.403
C (-0.52, 2.26, -2.83)  -0.390
C (-1.05, 3.61, -3.23)  0.509
C (-1.36, 3.93, -4.55)  -0.055
C (-1.89, 5.17, -4.87)  -0.851
C (-2.11, 6.12, -3.88)  -0.352
C (-1.80, 5.81, -2.56)  -0.728
C (-1.28, 4.57, -2.24)  -0.423
C (0.31, 1.53, -3.86)  0.508
C (1.33, 2.15, -4.58)  0.008
C (2.18, 1.42, -5.40)  -0.921
C (2.00, 0.05, -5.54)  -0.719
C (0.97, -0.58, -4.86)  -0.566
C (0.14, 0.15, -4.02)  -0.312
H (-1.19, 3.20, -5.33)  0.449
H (-2.14, 5.40, -5.90)  0.389
H (-2.52, 7.08, -4.13)  0.381
H (-1.97, 6.54, -1.78)  0.395
H (-1.06, 4.30, -1.21)  0.310
H (1.47, 3.22, -4.48)  0.541
H (2.98, 1.92, -5.93)  0.429
H (2.65, -0.52, -6.20)  0.427
H (0.80, -1.64, -5.00)  0.457
H (-0.67, -0.33, -3.48)  0.521
C (1.42, -3.00, 7.89)  -1.676
C (1.16, -3.42, 6.47)  1.185
C (2.07, -4.25, 5.82)  -0.958
C (1.85, -4.64, 4.51)  -1.079
C (0.71, -4.23, 3.86)  -0.768
C (-0.23, -3.41, 4.49)  0.014
N (-1.32, -2.98, 3.72)  0.433
C (-2.64, -2.87, 4.10)  0.569
C (-3.17, -3.61, 5.16)  -0.518
C (-4.50, -3.49, 5.51)  -0.583
C (-5.34, -2.63, 4.82)  -0.818
C (-4.82, -1.90, 3.75)  -0.639
C (-3.49, -2.01, 3.37)  -0.035
C (-3.01, -1.20, 2.17)  0.271
O (-3.72, -0.26, 1.77)  -0.856
O (-1.90, -1.54, 1.66)  -0.471
C (0.01, -2.96, 5.80)  1.481
C (-0.89, -1.97, 6.47)  -1.880
H (2.28, -3.53, 8.30)  0.417
H (0.57, -3.20, 8.54)  0.333
H (1.63, -1.93, 7.96)  0.337
H (2.95, -4.59, 6.36)  0.361
H (2.56, -5.29, 4.01)  0.419
H (0.49, -4.57, 2.85)  0.633
H (-1.16, -2.52, 2.81)  -0.274
H (-2.52, -4.30, 5.69)  0.538
H (-4.88, -4.08, 6.34)  0.414
H (-6.38, -2.53, 5.10)  0.401
H (-5.44, -1.22, 3.19)  0.514
H (-1.46, -1.41, 5.73)  0.129
H (-0.32, -1.27, 7.08)  0.537
H (-1.63, -2.45, 7.12)  0.433

---

2.
# C18H23BeN4O2PS3

A molecular structure, C18H23BeN4O2PS3 (the ωB97M-V functional and the def2-TZVPD basis, OMol25).

* HOMO level: -8.228 eV
* ΔE to the lowest compared entry with this formula, charge and spin: 2.7 kcal/mol
* total energy: -2620.078430 Eh
* max |F|: 0.0108 hartree/bohr

Each line ends with the Mulliken charge.
Geometry (Å):
Be (0.15, -0.30, 0.44)  -0.054
C (-1.60, 0.79, 5.45)  -0.375
C (-1.95, 1.90, 4.69)  -0.650
C (-1.78, 1.88, 3.32)  -0.306
C (-1.27, 0.74, 2.71)  0.163
C (-0.93, -0.38, 3.47)  0.044
C (-1.10, -0.35, 4.84)  -0.959
N (-1.03, 0.67, 1.32)  0.974
N (-1.63, 1.49, 0.61)  -0.579
C (-1.26, 1.35, -0.75)  0.220
C (-1.94, 2.04, -1.73)  -0.525
C (-1.52, 1.89, -3.04)  -0.345
C (-0.42, 1.08, -3.31)  -0.819
C (0.20, 0.42, -2.27)  -0.307
N (-0.22, 0.54, -1.01)  0.314
H (-1.72, 0.81, 6.53)  0.410
H (-2.34, 2.79, 5.17)  0.384
H (-2.03, 2.74, 2.71)  0.438
H (-0.57, -1.27, 2.97)  0.360
H (-0.84, -1.22, 5.43)  0.392
H (-2.79, 2.65, -1.44)  0.512
H (-2.04, 2.40, -3.84)  0.414
H (-0.04, 0.97, -4.31)  0.420
H (1.06, -0.22, -2.43)  0.593
C (3.36, 2.00, 3.74)  -1.090
C (3.93, 2.52, 2.44)  0.455
C (3.03, 3.54, 1.77)  -1.260
O (4.30, 1.42, 1.56)  -0.348
P (3.44, 0.61, 0.48)  0.759
S (3.00, 1.58, -1.14)  -0.457
S (1.88, -0.19, 1.54)  -0.326
O (4.48, -0.53, 0.11)  -0.424
C (5.35, -1.37, 0.92)  0.565
C (6.59, -0.59, 1.33)  -1.203
C (4.65, -2.01, 2.09)  -1.182
H (3.27, 2.83, 4.45)  0.464
H (4.01, 1.24, 4.18)  0.266
H (2.37, 1.57, 3.60)  0.164
H (4.90, 2.97, 2.65)  0.210
H (2.04, 3.13, 1.60)  0.114
H (3.44, 3.85, 0.81)  0.360
H (2.95, 4.42, 2.42)  0.478
H (5.64, -2.14, 0.21)  0.296
H (6.35, 0.15, 2.09)  0.156
H (7.02, -0.08, 0.47)  0.320
H (7.33, -1.29, 1.73)  0.456
H (4.39, -1.27, 2.85)  0.151
H (5.33, -2.74, 2.54)  0.472
H (3.74, -2.53, 1.78)  0.292
S (-0.63, -2.26, 0.12)  -0.389
C (-2.23, -1.76, 0.12)  0.564
N (-3.32, -1.37, 0.09)  -0.584

---

3.
# H4O2

2 unconnected molecules or ions with the total composition H4O2 in a non-equilibrium geometry (the ωB97M-V functional and the def2-TZVPD basis, OMol25).

* HOMO level: -11.773 eV
* ΔE to the lowest compared entry with this formula, charge and spin: 8.8 kcal/mol
* total energy: -152.860969 Eh
* SMILES: O.O
* max |F|: 0.0480 hartree/bohr

Each line ends with the Mulliken charge.
Geometry (Å):
O (2.16, -0.09, -0.05)  -0.644
H (1.59, -0.86, 0.00)  0.321
H (1.73, 0.78, -0.33)  0.330
O (-1.98, -0.16, -0.15)  -0.629
H (-2.45, 0.48, 0.37)  0.321
H (-1.05, -0.15, 0.16)  0.300

---

Among the records above, which one has the lowest max |F|? C47H44MgN6O2